{
  "formula": "C2H3IO",
  "method": "the ωB97M-V functional and the def2-TZVPD basis",
  "energy_ha": -450.77282,
  "homo_energy_ev": [-10.44, -8.60],
  "total_charge": 0,
  "species": ["C", "C", "O", "I", "H", "H", "H"],
  "xyz": [[0.04401, -0.12453, -0.42601], [-0.24712, 0.62960, 0.74420], [-0.45501, 1.25550, -0.41917], [-4.00536, 0.04009, -0.03479], [1.09806, -0.39670, -0.57069], [-0.62093, -0.71476, -1.02627], [-1.15089, 0.46072, 1.39974]],
  "forces_ev_per_a": [[1.1, -0.7, -0.9], [-2.7, -0.7, 1.9], [1.1, 0.7, -0.7], [0.0, 0.0, 0.0], [-0.2, 0.8, -0.5], [-0.5, -0.6, 0.4], [1.2, 0.4, -0.2]],
  "mulliken_charge": [-0.154, -0.146, -0.275, 0.004, 0.206, 0.217, 0.149]
}